Computed, not measured: a molecular structure, C44H44AsBrCeF6N6O3S in a non-equilibrium geometry, with the ωB97M-V functional and the def2-TZVPD basis.

Properties
total charge = 0
E_LUMO (alpha / beta) = -2.275 / -2.549 eV
HOMO-LUMO gap (alpha / beta) = 5.439 / 5.104 eV
HOMO level (alpha / beta) = -7.7 / -7.7 eV
ΔE to the lowest compared entry with this formula, charge and spin = 0.00 kcal/mol

```
107
Properties=species:S:1:pos:R:3:forces:R:3
O 1.856721 -1.149586 -1.684656 -0.373 -1.175 1.476
C -1.780687 2.263209 -5.388381 -0.597 0.836 3.572
N -3.237609 -0.032071 1.613640 0.075 1.502 0.342
S -1.259215 1.860015 2.234963 0.161 -1.112 -1.207
N -1.199525 -1.739207 -1.590597 -0.818 0.360 0.546
C 0.908779 -1.780716 2.695895 0.189 0.957 0.802
C -3.340653 3.656659 -6.618838 -0.552 -0.062 0.443
O 1.394888 -0.125325 1.074973 -1.652 0.729 -1.922
H 1.865390 -2.690883 -0.346004 0.118 0.215 -0.182
C -4.608199 -1.366781 -0.346681 -2.462 -0.374 1.143
H 1.259382 -4.326566 5.763440 -0.185 -0.011 -0.225
H 3.484241 -0.899041 7.235231 -0.124 -0.288 0.110
C 4.582103 0.174072 -3.803285 -2.435 0.735 0.697
Ce -0.367555 0.562006 -0.320774 0.979 -0.029 -0.041
H 4.526230 -0.149327 1.232415 0.273 0.842 0.060
H -2.808626 -5.002941 -3.003411 0.022 -0.534 0.074
O -1.887395 1.114206 -1.852673 0.353 0.017 1.266
C 2.603480 -2.181958 -0.973962 -0.687 -0.066 0.083
F 2.744955 4.376671 -0.358126 -1.460 -0.516 0.152
H -4.576054 -1.089780 -2.435899 -0.464 0.015 -0.260
H -4.837228 3.457392 -4.343132 0.037 -0.095 0.063
C -5.247511 -1.241898 -1.594593 0.227 0.091 0.678
C 2.537008 1.408296 -4.150418 0.055 0.749 -0.386
H 3.140472 0.050549 5.242179 0.047 -0.589 -0.383
F 1.053119 3.872089 -2.144202 0.035 -0.222 0.654
C -0.611369 -2.471839 -2.530133 0.921 -0.150 -0.927
C -2.445369 -2.107615 -1.205747 1.869 -1.885 -1.588
H 4.483963 -1.264238 -2.243768 0.198 -0.449 0.235
F 0.498186 5.592972 -0.459207 0.169 -1.452 0.089
H 4.255488 -1.950110 6.046022 -0.044 -0.245 0.940
H 3.345057 -1.723490 -0.319809 0.060 0.016 -0.149
C 2.567814 -0.017801 3.176502 -0.586 -0.626 -0.012
C -3.163787 -1.309420 -0.271675 0.267 2.562 1.829
C -3.882394 2.942677 -4.283035 -0.222 -0.181 1.078
C 1.025038 -2.051916 7.190978 0.170 0.399 1.067
C -0.938153 2.230067 -6.474908 0.913 -0.302 -0.539
H 5.036168 1.639846 1.149147 -0.741 -0.752 0.374
C 2.194882 -2.389929 6.253597 -1.118 0.692 -0.399
C 4.806438 0.963897 3.768607 1.438 0.518 0.760
H -7.116580 -0.980102 -2.594308 -0.493 0.001 -0.893
H 2.536444 -4.404942 6.944867 0.115 -0.039 -0.140
H 2.965230 -4.125476 5.205073 -0.554 -0.139 0.602
C 1.000934 -2.246104 3.984706 0.946 -0.635 0.387
H -0.704657 2.719158 -8.511075 -0.066 0.213 0.143
C -2.970005 -3.359361 -1.679476 -1.398 1.234 1.941
C -2.518218 3.573934 -7.725072 0.025 -0.353 0.833
N -2.539634 -0.430776 0.537666 0.215 -1.931 -0.649
H -3.372842 2.364393 3.670618 -0.135 -0.255 0.092
As 1.046954 3.928552 -0.408778 0.630 0.937 -0.064
N 0.496363 0.760933 -2.958752 -1.143 1.627 -0.687
C 3.859342 1.204377 -4.468354 1.234 -0.948 -0.242
H 1.966616 2.217259 -4.603441 0.280 -0.238 0.019
H 2.481470 2.520704 3.926733 -0.270 -0.151 0.052
C 3.638156 1.054055 2.801887 -0.372 0.548 -0.265
C -1.333739 2.829180 -7.629060 -0.058 0.394 -1.217
H 3.419005 1.040788 0.643525 -0.285 0.339 -0.376
H -4.867722 -1.512016 1.775021 -0.871 -0.365 -0.600
H 4.319149 1.785033 -5.285874 -0.185 -0.260 0.691
N -0.028207 1.416067 -3.926737 -0.321 -1.126 -0.013
C -3.034493 3.000707 -5.396788 2.218 -1.088 -2.212
C -6.770733 -1.649647 0.692987 -0.686 -0.733 1.660
C 1.868474 0.625684 -3.233883 0.423 -1.130 1.044
C 2.533692 -0.390023 -2.531888 2.334 1.236 -1.562
H 0.334398 -2.108776 -2.923417 -0.193 0.088 0.303
H -7.258122 -1.965966 1.638344 -0.338 0.581 -0.924
C 2.572891 -0.523761 4.501176 0.690 0.785 -0.483
H -3.930156 -3.677049 -1.243919 0.475 0.209 -0.395
H 2.372753 2.732122 2.160488 0.074 -0.130 0.241
H 4.538486 1.420424 4.733078 -0.008 -0.318 -0.073
C 2.227613 -3.916055 6.015910 0.976 0.456 -0.106
H -0.624921 -4.160176 -3.936018 -0.141 0.689 0.922
C 3.023897 2.451408 2.986288 0.662 0.708 -0.018
F 0.861000 3.899371 1.329144 0.306 -0.025 -1.134
C -7.402859 -1.481282 -0.518951 0.674 0.417 -1.146
H -4.287058 4.197536 -6.640100 0.216 0.036 -0.229
H -8.466755 -1.469043 -0.565215 -0.638 -0.160 -0.113
C 3.512760 -1.936358 6.879769 0.204 0.042 -1.163
H 0.068922 -2.307977 6.741591 -0.108 -0.038 -0.041
H 1.001590 -0.968297 7.464161 0.055 -0.715 -0.396
H -4.256918 2.224129 -2.289524 0.732 0.030 -0.684
C -2.738044 0.987664 2.338606 -0.661 -0.075 0.174
H 5.602010 -0.055400 -3.990733 0.673 0.051 -0.241
H -4.535998 1.187981 3.210924 -0.397 -0.026 0.124
C -6.647169 -1.230547 -1.683126 0.816 -0.216 1.784
C -2.230599 1.667908 -2.971191 -0.835 0.573 -0.886
C 1.936100 -1.672330 4.893365 -1.320 -1.054 0.128
C -2.327017 -4.147333 -2.577709 1.300 1.279 -1.012
C -1.346713 1.747227 -4.051759 -0.138 -0.071 -0.434
Br -0.226942 -2.837519 1.558968 0.223 0.759 -0.152
H 3.753078 -2.626446 7.692143 0.307 0.258 -0.076
H 3.050619 -2.932648 -1.653775 -0.178 0.638 0.093
H 0.435345 -3.158702 4.228195 0.416 0.579 0.045
C 4.204938 0.916370 1.364081 0.135 -0.967 0.309
C 1.598320 -0.583977 2.283625 0.488 -0.936 0.532
C -3.540072 2.274227 -3.140470 -0.368 -0.146 0.748
H 3.823851 3.227851 3.085911 -0.428 -0.565 -0.384
C -5.426094 -1.521220 0.821535 2.855 0.166 -0.856
H 5.140556 -0.074901 3.965752 -0.036 0.562 -0.232
C -1.114392 -3.630118 -3.087353 -0.739 -1.215 -0.390
H 0.061761 1.775115 -6.463045 -0.693 -0.038 0.362
F 1.583250 2.128896 -0.398872 -0.683 0.907 -0.040
H -2.750391 4.068268 -8.647859 -0.241 0.151 -0.218
H 1.112863 -2.597517 8.158876 -0.029 0.176 -0.583
F -0.595927 3.160081 -0.459273 0.609 0.135 -0.243
H 5.697870 1.603992 3.456619 -1.147 -0.948 -0.061
C 3.912621 -0.552975 -2.795352 -0.145 0.525 -0.832
N -3.574819 1.421243 3.365843 0.937 -0.414 -1.074
```
Forces are in eV/Å.